# 1
Formula: C3H9NO3
Source: OMol25
Level of theory: ωB97M-V/def2-TZVPD

Calculated values
SMILES ... CCNC(=O)O.O
Electronic energy ... -400.17519 a.u.
F_max ... 5.79 eV/Å
Relative energy (zero: lowest compared OMol25 entry of this formula, charge and spin) ... 1.2599 eV
HOMO level ... -10.046 eV
Orbital gap ... 10.69 eV

The geometry in ORCA input format:
```
! RIJCOSX wB97M-V def2-TZVPD def2/J DEFGRID3
* xyz 0 1
C 0.22092 -0.92413 1.13513
N 0.35682 -1.19256 -0.25361
C -0.63295 -1.16228 -1.13286
O -0.08655 -1.01875 -2.42892
O -1.90523 -1.29036 -1.09234
C 1.18397 0.24264 1.71894
H 0.37249 -1.72879 1.81051
H -0.88309 -0.59475 1.19291
H 1.30232 -1.06238 -0.73005
H -0.88175 -0.99101 -3.09655
H 0.90158 0.61186 2.72964
H 2.19171 -0.17529 1.66228
H 1.21807 1.12280 1.04922
H -1.87844 2.69239 -0.49435
H -0.56762 2.72109 -1.46287
O -0.91226 2.74951 -0.60707
*
```


# 2
Formula: C25H79F2NO36P7S2Ti
Source: OMol25
Level of theory: ωB97M-V/def2-TZVPD

Calculated values
Electronic energy ... -7998.77053 a.u.
F_max ... 5.23 eV/Å
HOMO level (alpha / beta) ... -1.883 / -6.656 eV
⟨S²⟩ ... 6.003
Orbital gap (alpha / beta) ... 3.72 / 8.46 eV

The geometry in ORCA input format:
```
! RIJCOSX wB97M-V def2-TZVPD def2/J DEFGRID3
* xyz -1 5
Ti -0.27999 -0.37021 -2.66580
N 0.41593 0.02467 -0.45424
S -0.45940 -0.18071 0.80802
O -0.69555 0.94457 1.73855
O -0.49169 -1.52426 1.35184
F -1.85351 -0.21266 -0.02015
S 1.87379 -0.36171 0.40863
O 2.20903 -1.78520 0.59233
O 2.30077 0.57599 1.47207
F 2.91177 0.01912 -0.77314
C 0.09102 3.26219 -0.93935
O 0.31123 2.20522 -1.78621
H -0.75310 3.87848 -1.24879
H -0.11487 2.93153 0.07867
H 1.00317 3.85892 -0.94000
H 0.39054 1.38860 -1.28777
C 6.29845 -0.61412 -0.19181
O 6.98964 -0.47038 0.99385
H 6.33279 0.28124 -0.81248
H 6.87593 -1.35015 -0.75117
H 5.24988 -0.88904 -0.07774
H 7.92648 -0.35956 0.81597
C 3.16536 -4.39736 2.24235
O 3.61144 -5.72098 2.24926
H 2.23341 -4.39608 1.67705
H 2.97833 -3.96384 3.22479
H 3.78983 -3.62138 1.79965
H 4.47048 -5.76100 2.67593
C 4.87966 -0.86426 3.35456
O 4.32441 -1.52388 4.53489
H 4.18062 -0.93041 2.52086
H 5.00018 0.20480 3.52975
H 5.80974 -1.27558 2.96230
H 5.05271 -1.82009 5.08575
C -0.96262 -4.66977 1.92227
O -0.91583 -6.07625 2.15265
P -1.21939 -7.19668 0.96948
O -0.78039 -8.54895 1.36770
O -0.50187 -6.54548 -0.32953
C 0.86903 -6.83747 -0.45378
O -2.83337 -7.02866 0.66401
C -3.35060 -7.94240 -0.26404
H -0.78634 -4.41270 0.87779
H -0.18269 -4.19335 2.51627
H -1.92571 -4.19031 2.09741
H 1.39954 -7.36180 0.34103
H 1.45694 -5.92856 -0.58163
H 1.03978 -7.28227 -1.43414
H -3.90288 -8.68301 0.31439
H -2.68649 -8.40444 -0.99450
H -4.07898 -7.41208 -0.87749
C -5.94944 6.13340 0.21379
O -4.75530 6.34674 0.94401
P -3.33290 5.83478 0.30279
O -2.11750 6.12861 1.11741
O -3.53762 4.22209 -0.02287
C -3.37288 3.26053 1.01690
O -3.28494 6.50529 -1.18754
C -2.94134 7.87070 -1.38986
H -5.83675 5.27333 -0.44626
H -6.32843 6.96318 -0.38282
H -6.78814 5.87193 0.85901
H -2.99894 3.62507 1.97365
H -2.61473 2.52503 0.74791
H -4.32554 2.75482 1.17441
H -2.86712 8.57862 -0.56436
H -3.69454 8.39241 -1.98029
H -2.01576 7.96553 -1.95766
C -2.17413 1.99475 4.93943
O -1.58082 1.60601 6.14722
P -0.10098 2.03091 6.71068
O 0.22792 3.49299 6.56686
O -0.31467 1.57905 8.27416
C -0.79571 0.28879 8.51128
O 0.94186 0.92255 6.05970
C 1.65915 1.27393 4.85753
H -1.50796 2.51401 4.25046
H -2.99014 2.63271 5.27891
H -2.58199 1.07252 4.52561
H -0.65123 -0.40044 7.67930
H -1.85970 0.37926 8.73002
H -0.28710 -0.15640 9.36639
H 1.10867 2.00986 4.27146
H 1.81874 0.43671 4.17806
H 2.64692 1.64971 5.12437
C 4.35466 2.84302 0.38696
O 4.53173 4.26099 0.55565
P 5.35872 4.86362 1.81030
O 4.87563 4.34037 3.13515
O 6.92199 4.42338 1.52931
C 7.34250 3.06172 1.65566
O 5.41119 6.49836 1.63743
C 6.23980 7.09480 0.69077
H 3.35917 2.59761 0.01698
H 4.27734 2.31370 1.33667
H 5.14300 2.47572 -0.27009
H 7.66809 2.74423 0.66506
H 6.53597 2.36610 1.88744
H 8.23723 2.96318 2.27035
H 6.62086 6.43667 -0.09010
H 7.01598 7.61036 1.25632
H 5.73674 7.89161 0.14293
C 4.79263 -1.67023 -3.82985
O 3.87171 -2.57121 -3.34646
P 2.35436 -2.54395 -3.87046
O 1.58831 -1.27055 -3.66427
O 2.37635 -3.06256 -5.43122
C 3.42043 -3.90945 -5.86871
O 1.79273 -3.85252 -3.08651
C 1.35628 -3.62337 -1.76239
H 4.88286 -0.79292 -3.18932
H 4.67477 -1.52414 -4.90357
H 5.72700 -2.22027 -3.71805
H 4.02504 -4.32525 -5.06270
H 4.06660 -3.28760 -6.48828
H 2.99345 -4.71435 -6.46697
H 1.16578 -2.55823 -1.63095
H 2.17750 -3.89711 -1.09999
H 0.40554 -4.08786 -1.50078
C -3.81671 -2.65191 0.03143
O -4.11329 -2.27286 -1.35704
P -3.07484 -2.84502 -2.49337
O -1.80011 -2.06827 -2.52427
O -3.06376 -4.45049 -2.19136
C -2.32405 -5.32828 -2.96664
O -3.93570 -2.82535 -3.87051
C -4.55967 -1.59654 -4.25567
H -4.35304 -3.49798 0.46110
H -4.08707 -1.79048 0.64211
H -2.74677 -2.81136 0.16520
H -1.35126 -5.46283 -2.49368
H -2.24521 -5.01268 -4.00697
H -2.82128 -6.29817 -2.97941
H -4.11275 -0.70839 -3.80896
H -5.62509 -1.72516 -4.06484
H -4.42197 -1.43980 -5.32552
C -7.74797 0.94281 -4.11796
O -6.35455 1.03797 -3.75059
P -5.41112 2.32352 -4.15517
O -5.41101 2.66546 -5.60218
O -5.98860 3.52562 -3.18535
C -5.57038 4.81972 -3.55842
O -3.93621 1.97082 -3.55290
C -3.85201 1.64132 -2.14889
H -8.11163 1.83453 -4.62852
H -8.39466 0.65439 -3.28928
H -7.84198 0.10078 -4.80370
H -4.90010 5.21638 -2.79587
H -6.42108 5.50105 -3.54438
H -5.11718 4.85639 -4.54907
H -4.63429 2.10546 -1.54829
H -2.94741 2.09571 -1.74475
H -3.67323 0.57285 -2.02853
*
```


# 3
Formula: H11N4OSi4
Source: OMol25
Level of theory: ωB97M-V/def2-TZVPD

Calculated values
Electronic energy ... -1458.98593 a.u.
F_max ... 4.36 eV/Å
Relative energy (zero: lowest compared OMol25 entry of this formula, charge and spin) ... 0.0000 eV
HOMO level ... -3.353 eV
Orbital gap ... 6.34 eV

The geometry in ORCA input format:
```
! RIJCOSX wB97M-V def2-TZVPD def2/J DEFGRID3
* xyz -1 1
N -1.87856 -0.59088 -0.31260
N -0.70368 1.92746 0.02083
N 0.93192 -0.39985 -0.29830
N 2.02759 2.23129 -0.32368
O 3.55793 0.36686 -0.56292
Si -2.18788 1.16827 -0.24884
Si -0.41780 -1.43951 -0.08628
Si 0.86335 1.38728 0.47961
Si 2.67010 -0.79111 -0.17628
H -2.79024 -1.18025 -0.27519
H -0.60472 2.90802 -0.15853
H 0.82639 0.05773 -1.12102
H -2.69137 1.58740 -1.48258
H -3.44186 1.12753 0.82676
H -0.53086 -2.38241 1.08673
H -0.32586 -2.50535 -1.15962
H 3.03367 2.11208 -0.12010
H 0.34369 1.19274 1.88444
H 2.69221 -1.31107 1.21694
H 2.67877 -2.03787 -1.08752
*
```


# 4
Formula: C31H25Br2N2O6PbS
Source: OMol25
Level of theory: ωB97M-V/def2-TZVPD

Calculated values
Electronic energy ... -7496.11219 a.u.
F_max ... 0.72 eV/Å
Relative energy (zero: lowest compared OMol25 entry of this formula, charge and spin) ... 0.4721 eV
HOMO level (alpha / beta) ... -11.005 / -11.003 eV
Orbital gap (alpha / beta) ... 5.49 / 5.71 eV

The geometry in ORCA input format:
```
! RIJCOSX wB97M-V def2-TZVPD def2/J DEFGRID3
* xyz 1 1
Pb 0.13471 -0.42003 0.12983
C -1.35869 3.27687 2.66761
C -1.15671 2.65213 1.31526
O -0.13618 2.02438 1.08279
C -2.21189 2.84707 0.27390
C -2.98887 3.97388 0.30400
C -3.92376 4.25898 -0.70799
C -4.10540 3.38056 -1.78730
C -3.38586 2.22308 -1.83815
C -2.42528 1.88402 -0.80575
O -1.87198 0.77520 -0.86630
H -0.67146 2.81481 3.37125
H -2.38730 3.15911 3.01054
H -1.13112 4.34533 2.61855
H -2.86141 4.68605 1.10918
H -4.50935 5.16729 -0.65002
H -4.81566 3.61968 -2.56732
H -3.53031 1.48811 -2.62117
Br 2.95149 -0.69583 1.91689
C 1.81816 -1.48098 3.28164
Br 0.16371 -0.51302 3.48735
H 2.35811 -1.44750 4.21545
H 1.58170 -2.48537 2.95770
O 1.05140 -3.25046 0.71005
S 1.20540 -3.68710 -0.65249
O 0.40564 -4.77182 -1.13389
N 0.92531 -2.29216 -1.50742
C 0.77280 -2.23082 -2.81218
C 0.87164 -3.33668 -3.71279
C 0.71675 -3.15516 -5.07249
C 0.43134 -1.90554 -5.59537
C 0.30345 -0.76508 -4.75151
C 0.03032 0.51954 -5.25066
C 0.01441 1.58510 -4.39131
C 0.25194 1.35251 -3.03317
N 0.47062 0.14998 -2.53062
C 0.49879 -0.89978 -3.36907
C 2.90618 -4.03766 -0.95137
C 3.80478 -3.02520 -1.26888
C 5.14315 -3.34852 -1.42722
C 5.56496 -4.66090 -1.25754
C 4.65646 -5.65996 -0.93174
C 3.31351 -5.35454 -0.77767
H 1.03955 -4.32340 -3.30606
H 0.82410 -4.00326 -5.73533
H 0.31873 -1.77863 -6.66559
H -0.15392 0.65602 -6.30950
H -0.17230 2.59130 -4.74167
H 0.26800 2.17722 -2.32752
H 3.46315 -2.00416 -1.38475
H 5.85827 -2.57480 -1.67573
H 6.61171 -4.90820 -1.37992
H 4.99407 -6.67886 -0.79680
H 2.58441 -6.11651 -0.53092
O -3.70002 -0.55991 1.01662
C -2.95895 -1.27623 0.35625
O -1.71869 -1.53293 0.64555
C -3.48498 -1.86713 -0.94086
C -2.65677 -2.58802 -1.79198
C -3.14209 -3.07909 -2.99942
C -4.46825 -2.86426 -3.34993
C -5.30315 -2.15973 -2.49039
C -4.81356 -1.65921 -1.28983
H -1.63795 -2.79177 -1.48743
H -2.48621 -3.64376 -3.65510
H -4.85600 -3.25860 -4.28154
H -6.34204 -2.00132 -2.75426
H -5.45062 -1.10454 -0.61407
*
```